(1)
# C39H53AuNP2Si4

A structure of composition C39H53AuNP2Si4 (ωB97M-V with the def2-TZVPD basis set, the Open Molecules 2025 dataset).

Each line ends with the Löwdin charge.
Element x y z (Å)
Au  0.80  0.26  0.27  0.68
C  3.25  1.67  -1.42  -0.22
P  1.42  1.74  -1.49  0.99
C  1.04  1.29  -3.20  -0.36
C  1.46  0.01  -3.58  -0.11
C  1.25  -0.44  -4.87  -0.06
C  0.62  0.38  -5.80  -0.06
C  0.19  1.65  -5.42  -0.07
C  0.39  2.10  -4.13  -0.10
C  1.07  3.46  -1.10  -0.38
C  1.38  4.48  -2.00  -0.09
C  1.20  5.80  -1.63  -0.05
C  0.74  6.12  -0.36  -0.05
C  0.46  5.11  0.55  -0.06
C  0.63  3.78  0.18  -0.10
C  3.63  1.52  0.01  -0.40
C  4.67  1.97  0.78  -0.04
C  4.48  1.42  2.08  -0.04
C  3.33  0.67  2.03  -0.39
C  2.57  -0.13  3.03  -0.24
P  1.45  -1.24  2.11  1.01
C  0.70  -2.22  3.45  -0.35
C  0.27  -1.59  4.62  -0.12
C  -0.25  -2.33  5.67  -0.06
C  -0.33  -3.71  5.56  -0.06
C  0.11  -4.35  4.42  -0.06
C  0.63  -3.61  3.37  -0.10
C  2.55  -2.41  1.26  -0.37
C  2.50  -2.57  -0.12  -0.11
C  3.39  -3.42  -0.76  -0.06
C  4.34  -4.11  -0.02  -0.06
C  4.40  -3.95  1.36  -0.05
C  3.51  -3.10  2.00  -0.08
N  2.81  0.72  0.76  -0.13
H  3.62  2.60  -1.86  0.11
H  3.60  0.85  -2.04  0.09
H  1.95  -0.64  -2.87  0.09
H  1.58  -1.43  -5.16  0.11
H  0.46  0.04  -6.81  0.12
H  -0.30  2.29  -6.14  0.12
H  0.04  3.08  -3.85  0.09
H  1.78  4.25  -2.98  0.11
H  1.43  6.59  -2.34  0.11
H  0.61  7.15  -0.07  0.11
H  0.12  5.35  1.54  0.11
H  0.41  2.99  0.89  0.08
H  5.48  2.60  0.46  0.10
H  5.12  1.55  2.94  0.10
H  1.97  0.49  3.70  0.09
H  3.21  -0.75  3.66  0.10
H  0.34  -0.51  4.73  0.09
H  -0.58  -1.83  6.57  0.11
H  -0.74  -4.29  6.38  0.11
H  0.06  -5.43  4.34  0.11
H  0.98  -4.12  2.48  0.10
H  1.77  -2.03  -0.70  0.04
H  3.34  -3.55  -1.83  0.11
H  5.04  -4.77  -0.52  0.11
H  5.14  -4.49  1.94  0.11
H  3.56  -2.99  3.07  0.11
C  -3.87  -2.49  -1.22  -0.20
Si  -2.09  -2.31  -0.65  0.33
C  -0.96  -2.94  -2.01  -0.20
C  -1.85  -3.39  0.86  -0.21
Si  -1.61  -0.04  -0.18  0.35
Si  -2.78  0.74  1.73  0.33
C  -4.41  -0.18  1.82  -0.20
C  -1.80  0.35  3.27  -0.24
C  -3.10  2.59  1.68  -0.20
Si  -2.66  1.10  -1.98  0.35
C  -2.26  0.25  -3.61  -0.21
C  -4.53  1.08  -1.75  -0.20
C  -2.22  2.93  -2.03  -0.20
H  -4.10  -3.55  -1.31  0.04
H  -4.04  -2.03  -2.19  0.02
H  -4.57  -2.05  -0.51  0.02
H  -1.21  -3.98  -2.24  0.04
H  0.08  -2.92  -1.69  0.00
H  -1.05  -2.36  -2.93  0.01
H  -2.39  -3.02  1.73  0.03
H  -2.19  -4.41  0.65  0.04
H  -0.80  -3.43  1.11  0.00
H  -4.24  -1.25  1.99  0.02
H  -5.01  -0.07  0.92  0.01
H  -4.99  0.20  2.66  0.04
H  -1.61  -0.72  3.34  0.01
H  -2.33  0.66  4.18  0.05
H  -0.84  0.87  3.26  0.02
H  -3.77  2.87  0.87  0.01
H  -2.18  3.16  1.57  0.01
H  -3.57  2.89  2.62  0.04
H  -2.76  -0.72  -3.66  0.02
H  -1.19  0.08  -3.72  -0.01
H  -2.61  0.85  -4.45  0.04
H  -4.94  0.08  -1.64  0.01
H  -4.99  1.54  -2.63  0.04
H  -4.82  1.67  -0.88  0.02
H  -1.15  3.11  -1.97  -0.03
H  -2.68  3.46  -1.20  0.03
H  -2.58  3.39  -2.96  0.05

Calculated values
- Net charge: +1
- Maximum force: 0.2 eV/A
- LUMO energy: -3.582 eV
- HOMO level: -10.04 eV

---

(2)
# C39H53BCrF2IN14PS

A structure of composition C39H53BCrF2IN14PS (ωB97M-V with the def2-TZVPD basis set, the Open Molecules 2025 dataset).

Each line ends with the Löwdin spin population.
Element x y z (Å)
Cr  -0.58  -1.99  0.69  2.93
C  3.49  -2.81  -1.16  0.00
C  2.57  -2.69  -0.20  0.00
N  1.34  -2.01  -0.45  -0.01
C  1.13  -1.69  -1.84  0.00
C  2.23  -1.77  -2.72  0.00
N  3.39  -2.29  -2.44  0.00
C  -0.20  -1.50  -2.20  0.01
C  -0.66  -1.13  -3.50  0.00
C  -1.99  -1.20  -3.81  0.01
C  -2.90  -1.67  -2.82  0.00
C  -2.43  -1.93  -1.57  0.01
N  -1.13  -1.73  -1.23  0.00
C  -3.21  -2.54  -0.49  0.01
C  -4.57  -2.84  -0.56  0.00
N  -5.22  -3.44  0.42  0.01
C  -4.52  -3.74  1.51  0.00
C  -3.18  -3.44  1.62  0.01
N  -2.52  -2.85  0.62  0.00
C  -2.49  -0.82  -5.15  0.00
C  -3.70  -0.16  -5.30  0.00
C  -4.13  0.20  -6.57  0.00
N  -3.44  -0.07  -7.68  0.00
C  -2.28  -0.71  -7.53  0.00
C  -1.77  -1.10  -6.30  0.00
H  4.41  -3.35  -0.94  0.00
H  2.70  -3.06  0.81  0.00
H  2.10  -1.40  -3.73  0.00
H  0.05  -0.81  -4.25  0.00
H  -3.93  -1.86  -3.08  0.00
H  -5.15  -2.58  -1.44  0.00
H  -5.04  -4.23  2.32  0.00
H  -2.62  -3.65  2.52  0.00
H  -4.31  0.10  -4.44  0.00
H  -5.07  0.72  -6.71  0.00
H  -1.74  -0.93  -8.44  0.00
H  -0.83  -1.64  -6.26  0.00
N  1.05  -0.93  0.45  0.02
P  1.95  0.41  0.63  0.01
N  2.41  0.44  2.21  0.00
C  3.05  1.61  2.82  0.00
C  2.25  2.08  4.02  0.00
C  2.14  0.96  5.05  0.00
C  1.56  -0.30  4.41  0.00
C  2.33  -0.68  3.14  0.00
N  1.05  1.70  0.16  0.00
C  -0.26  1.58  -0.51  0.00
C  -1.12  2.79  -0.21  0.00
C  -0.49  4.08  -0.76  0.00
C  1.03  3.94  -0.85  0.00
C  1.58  3.07  0.26  0.00
N  3.35  0.50  -0.22  0.00
C  3.45  1.09  -1.56  0.00
C  4.68  1.98  -1.63  0.00
C  5.96  1.14  -1.46  0.00
C  5.66  -0.17  -0.72  0.00
C  4.62  0.04  0.37  0.00
H  3.17  2.40  2.08  0.00
H  4.06  1.32  3.15  0.00
H  1.25  2.38  3.69  0.00
H  2.73  2.96  4.46  0.00
H  1.53  1.26  5.89  0.00
H  3.14  0.74  5.44  0.00
H  0.51  -0.13  4.15  0.00
H  1.60  -1.14  5.11  0.00
H  1.87  -1.52  2.64  0.00
H  3.35  -0.97  3.41  0.00
H  -0.76  0.68  -0.17  0.00
H  -0.12  1.48  -1.60  0.00
H  -1.24  2.85  0.88  0.00
H  -2.11  2.63  -0.63  0.00
H  -0.75  4.92  -0.11  0.00
H  -0.90  4.31  -1.75  0.00
H  1.51  4.92  -0.81  0.00
H  1.31  3.50  -1.81  0.00
H  1.32  3.50  1.24  0.00
H  2.67  3.03  0.19  0.00
H  2.53  1.64  -1.76  0.00
H  3.52  0.30  -2.31  0.00
H  4.61  2.73  -0.85  0.00
H  4.69  2.51  -2.58  0.00
H  6.71  1.72  -0.91  0.00
H  6.39  0.91  -2.43  0.00
H  6.57  -0.57  -0.26  0.00
H  5.30  -0.92  -1.42  0.00
H  4.99  0.78  1.09  0.00
H  4.46  -0.89  0.92  0.00
F  -2.09  -1.06  3.22  -0.01
B  -1.37  -0.61  2.16  -0.03
F  -0.97  0.66  2.33  -0.01
I  0.74  -5.21  5.92  0.00
C  0.57  -4.60  3.96  0.00
C  1.02  -5.26  2.83  0.01
N  0.70  -4.49  1.78  0.00
N  0.08  -3.36  2.16  0.01
C  -0.01  -3.42  3.49  0.01
H  1.53  -6.20  2.71  0.00
H  0.93  -4.63  0.81  0.00
H  -0.48  -2.62  4.04  0.00
C  -5.38  3.85  -0.32  0.00
N  -4.86  2.50  -0.30  0.00
C  -4.39  1.87  0.79  0.00
S  -3.83  0.28  0.67  0.00
N  -4.39  2.56  1.93  0.00
C  -3.94  2.00  3.20  0.00
H  -5.68  4.10  -1.33  0.00
H  -4.63  4.57  0.00  0.00
H  -6.27  3.96  0.32  0.00
H  -4.88  1.95  -1.14  0.00
H  -4.82  3.47  1.95  0.00
H  -2.93  1.63  3.11  0.00
H  -4.58  1.18  3.52  0.00
H  -3.98  2.80  3.95  0.00

Calculated values
- Net charge: +1
- ΔE to the lowest compared entry with this formula, charge and spin: 0.0000 eV
- Maximum force: 0.2 eV/A
- Spin multiplicity: 4
- LUMO energy (alpha / beta): -2.763 / -3.040 eV
- HOMO level (alpha / beta): -8.94 / -9.00 eV

---

(3)
# C39H53CaF3N5O6PS

A structure of composition C39H53CaF3N5O6PS at a distorted geometry (ωB97M-V with the def2-TZVPD basis set, the Open Molecules 2025 dataset).

Each line ends with the Löwdin charge.
Element x y z (Å)
C  -1.91  -1.14  4.34  0.01
C  -0.55  -0.63  3.88  -0.14
C  0.60  -1.41  3.10  -0.17
N  0.96  -1.18  1.67  -0.11
C  2.39  -1.74  1.80  -0.19
N  3.45  -0.79  2.31  0.03
C  0.32  -2.19  0.69  -0.18
F  0.93  -3.59  0.66  -0.07
C  -1.21  -2.71  0.90  -0.08
C  -2.22  -2.58  -0.39  -0.18
C  -3.43  -3.72  -0.29  -0.14
C  -3.98  -4.06  -1.83  -0.18
O  -5.39  -3.61  -2.01  -0.26
C  -5.44  -2.19  -2.38  -0.13
C  0.78  -1.49  -0.77  -0.14
N  1.47  -2.69  -1.37  0.02
C  0.81  -3.21  -2.46  -0.52
S  -0.10  -3.75  -3.83  0.63
C  1.59  -0.06  -0.52  -0.24
C  1.05  0.86  -1.77  -0.13
C  1.76  0.73  -3.22  -0.24
N  1.32  -0.47  -4.06  -0.03
N  3.02  0.11  -0.63  -0.13
C  3.95  -0.81  -1.29  -0.08
C  3.70  1.39  -0.47  -0.28
C  3.91  2.66  -1.50  -0.04
O  4.39  1.59  0.69  -0.05
C  0.78  0.20  0.97  -0.27
C  -0.83  0.61  0.74  -0.13
C  -1.34  2.10  1.13  -0.14
C  -1.81  2.60  2.67  -0.02
C  -2.38  4.08  3.07  -0.06
C  -2.56  5.25  1.95  -0.07
C  -2.19  4.83  0.41  -0.05
C  -1.61  3.31  0.00  -0.14
C  -1.40  3.13  -1.61  -0.13
P  1.34  1.70  1.96  0.95
O  1.92  1.49  3.53  -0.28
O  1.66  3.15  1.16  -0.26
H  -2.93  -0.63  4.07  0.08
H  -1.84  -2.15  4.98  0.09
H  -0.30  0.45  4.33  0.11
H  1.50  -1.31  3.88  0.16
H  0.34  -2.58  3.18  0.17
H  2.42  -2.69  2.52  0.18
H  2.88  -2.13  0.81  0.13
H  4.35  -0.90  1.78  0.10
H  3.58  -0.84  3.34  0.09
H  -1.29  -3.86  1.21  0.13
H  -1.79  -2.16  1.79  0.11
H  -1.73  -2.75  -1.44  0.07
H  -2.76  -1.52  -0.45  0.11
H  -2.97  -4.75  0.10  0.10
H  -4.31  -3.36  0.42  0.14
H  -3.36  -3.52  -2.66  0.10
H  -3.86  -5.23  -2.05  0.15
H  -4.69  -1.88  -3.22  0.09
H  -5.16  -1.55  -1.42  0.09
H  -6.52  -1.94  -2.79  0.12
H  -0.08  -1.34  -1.58  0.14
H  -0.09  0.75  -2.03  0.10
H  1.16  1.99  -1.40  0.09
H  1.38  1.67  -3.86  0.13
H  2.92  0.78  -3.28  0.11
H  2.16  -0.96  -4.44  0.08
H  0.65  -0.19  -4.81  0.08
H  3.51  -1.30  -2.29  0.10
H  4.89  -0.19  -1.67  0.13
H  4.39  -1.70  -0.68  0.10
H  2.96  2.98  -2.10  0.04
H  4.31  3.64  -0.94  0.12
H  4.76  2.40  -2.29  0.11
H  -1.54  -0.05  1.44  0.12
H  -1.25  0.35  -0.31  0.10
H  -1.74  1.84  3.55  0.06
H  -2.67  4.33  4.20  0.10
H  -2.94  6.35  2.15  0.10
H  -2.37  5.66  -0.42  0.09
H  -2.15  3.88  -2.17  0.09
H  -0.35  3.41  -2.02  0.06
H  -1.80  2.07  -1.90  0.08
H  2.82  1.88  3.74  0.10
H  1.15  3.33  0.31  0.06
F  -4.06  -5.76  2.01  0.05
C  -3.45  -6.86  2.48  -0.29
C  -4.18  -7.79  3.21  -0.01
C  -3.54  -8.93  3.70  -0.07
C  -2.18  -9.12  3.47  -0.09
C  -1.45  -8.17  2.74  -0.08
C  -2.09  -7.04  2.24  -0.03
H  -5.24  -7.62  3.39  0.12
H  -4.11  -9.67  4.26  0.11
H  -1.68  -10.00  3.86  0.11
H  -0.39  -8.32  2.57  0.11
H  -1.54  -6.30  1.67  0.09
C  3.63  6.13  -3.31  0.03
C  4.23  7.29  -3.58  0.03
C  3.82  8.54  -2.91  -0.40
O  4.37  9.60  -3.16  0.12
C  2.73  8.45  -1.92  -0.01
C  2.12  7.29  -1.65  -0.03
C  2.53  6.04  -2.32  -0.38
O  1.98  4.98  -2.07  0.07
H  3.91  5.20  -3.79  0.13
H  5.03  7.37  -4.30  0.13
H  2.44  9.38  -1.44  0.13
H  1.32  7.21  -0.93  0.13
F  0.18  7.53  -2.75  -0.63
Ca  0.18  8.50  -4.28  1.69

Calculated values
- Net charge: +2
- Maximum force: 8.5 eV/A
- LUMO energy: -7.390 eV
- HOMO level: -10.09 eV

---

(4)
# C39H53ClF9N2O5PRhSSi

A structure of composition C39H53ClF9N2O5PRhSSi at a distorted geometry (ωB97M-V with the def2-TZVPD basis set, the Open Molecules 2025 dataset).

Each line ends with the Löwdin charge.
Element x y z (Å)
Rh  -0.47  -0.76  -1.33  0.39
F  -1.97  6.82  0.71  0.15
C  -2.78  5.99  1.38  -0.59
F  -2.58  6.21  2.69  0.15
F  -4.05  6.34  1.10  0.15
C  -2.53  4.55  1.03  -0.10
C  -3.31  3.57  1.64  0.02
C  -3.11  2.24  1.34  -0.07
C  -2.09  1.86  0.45  -0.35
C  -1.33  2.84  -0.16  -0.11
C  -1.54  4.19  0.13  0.01
P  -2.03  0.08  0.07  0.99
C  -2.07  -0.75  1.68  -0.36
C  -1.58  -0.08  2.80  -0.05
C  -1.53  -0.72  4.03  0.02
C  -1.95  -2.03  4.15  -0.09
C  -2.42  -2.72  3.03  0.01
C  -2.47  -2.09  1.81  -0.16
C  -1.91  -2.75  5.48  -0.59
F  -3.15  -3.00  5.92  0.15
F  -1.28  -2.03  6.42  0.15
F  -1.28  -3.93  5.37  0.15
C  -3.64  -0.12  -0.76  -0.33
C  -4.60  -1.07  -0.40  -0.04
C  -5.78  -1.17  -1.13  0.02
C  -6.01  -0.33  -2.21  -0.10
C  -5.07  0.64  -2.55  0.01
C  -3.90  0.74  -1.82  -0.09
C  -7.30  -0.44  -2.98  -0.59
F  -8.24  0.36  -2.46  0.16
F  -7.13  -0.08  -4.26  0.15
F  -7.78  -1.69  -2.97  0.15
H  -4.08  3.86  2.34  0.14
H  -3.73  1.49  1.81  0.12
H  -0.54  2.57  -0.84  0.02
H  -0.93  4.95  -0.34  0.13
H  -1.25  0.94  2.73  0.09
H  -1.16  -0.20  4.90  0.12
H  -2.73  -3.75  3.12  0.14
H  -2.78  -2.66  0.95  0.07
H  -4.46  -1.72  0.44  0.09
H  -6.52  -1.91  -0.85  0.13
H  -5.26  1.31  -3.37  0.13
H  -3.18  1.51  -2.09  0.12
Cl  -0.22  -2.63  -0.10  0.23
N  -1.50  -3.05  -5.27  -0.08
C  -2.38  -3.56  -4.22  -0.17
C  -1.94  -2.93  -2.92  -0.21
N  -1.88  -1.44  -2.98  -0.11
C  -1.32  -0.89  -4.24  -0.18
C  -1.79  -1.63  -5.47  -0.17
H  -1.62  -3.56  -6.13  0.14
H  0.01  -3.12  -4.50  0.05
H  -2.28  -4.64  -4.15  0.13
H  -3.44  -3.34  -4.43  0.12
H  -0.94  -3.29  -2.68  0.06
H  -2.58  -3.19  -2.08  0.11
H  -2.84  -1.10  -2.88  0.08
H  -0.24  -0.94  -4.17  0.10
H  -1.60  0.17  -4.28  0.13
H  -1.26  -1.25  -6.34  0.13
H  -2.87  -1.46  -5.64  0.12
C  6.02  1.44  -0.10  -0.02
C  4.72  1.85  -0.78  -0.62
C  4.74  3.31  -1.19  -0.02
C  4.44  0.95  -1.97  -0.05
O  3.67  1.74  0.22  -0.16
Si  2.62  0.60  0.67  -0.07
S  1.13  0.75  -0.89  0.50
O  2.03  0.96  2.13  -0.13
C  2.02  2.16  2.94  -0.61
C  3.41  2.74  3.08  -0.02
C  1.51  1.72  4.30  -0.01
C  1.07  3.16  2.30  -0.02
O  3.20  -0.91  0.67  -0.14
C  3.87  -1.68  1.71  -0.61
C  4.85  -2.58  0.98  -0.02
C  4.61  -0.76  2.66  -0.02
C  2.81  -2.48  2.45  -0.02
H  6.86  1.56  -0.79  0.10
H  5.98  0.40  0.20  0.07
H  6.21  2.06  0.77  0.10
H  5.52  3.48  -1.94  0.09
H  4.95  3.94  -0.32  0.09
H  3.78  3.60  -1.61  0.09
H  5.24  1.06  -2.71  0.10
H  3.50  1.21  -2.45  0.06
H  4.39  -0.10  -1.67  0.07
H  4.10  2.01  3.51  0.08
H  3.38  3.61  3.73  0.10
H  3.81  3.05  2.11  0.07
H  2.19  1.00  4.76  0.09
H  0.54  1.24  4.20  0.06
H  1.41  2.57  4.97  0.10
H  1.40  3.42  1.29  0.09
H  1.02  4.08  2.88  0.10
H  0.06  2.75  2.23  0.07
H  5.61  -1.99  0.47  0.08
H  4.32  -3.18  0.24  0.08
H  5.34  -3.26  1.68  0.10
H  5.30  -0.11  2.13  0.08
H  5.20  -1.36  3.36  0.10
H  3.92  -0.15  3.24  0.06
H  2.34  -3.20  1.78  0.07
H  2.05  -1.82  2.85  0.08
H  3.27  -3.03  3.27  0.10
C  2.87  -3.20  -2.95  0.05
C  1.50  -2.72  -3.32  -0.55
O  0.94  -3.41  -4.30  0.13
O  0.95  -1.80  -2.76  -0.12
H  3.32  -3.79  -3.74  0.09
H  2.77  -3.81  -2.06  0.10
H  3.48  -2.34  -2.70  0.09

Calculated values
- Net charge: +1
- ΔE to the lowest compared entry with this formula, charge and spin: 0.0000 eV
- Maximum force: 1.3 eV/A
- LUMO energy (alpha / beta): -4.587 / -4.592 eV
- HOMO level (alpha / beta): -11.14 / -11.14 eV

---

Computed E_tot (eV) in order:
-96572.5701; -124921.8431; -107710.1848; -122514.3247